No. 1
C17H20Cl4MoO3 as an isolated structure in a non-equilibrium geometry, computed with ωB97M-V with the def2-TZVPD basis set.

The geometry in XYZ format:
```
45
Properties=species:S:1:pos:R:3:forces:R:3:mulliken_spin:R:1
C -0.643023 -2.479247 -1.901215 0.1 0.6 -0.8 0.047
C 0.769052 -2.380784 -2.216949 -1.0 0.0 -0.7 0.015
C 0.961217 -1.137595 -2.941647 -1.1 -0.6 0.3 0.015
C 1.822878 -3.341466 -1.860755 0.2 -0.6 0.0 0.003
C -0.315427 -0.475799 -3.040368 -0.2 -1.2 0.4 0.041
C -1.306861 -1.326646 -2.437280 1.3 -0.4 -0.3 -0.049
C -2.769071 -1.073647 -2.412204 -0.4 0.2 0.2 0.010
C -1.327708 -3.586565 -1.176429 -0.1 -0.2 0.0 -0.014
C 2.221158 -0.659717 -3.544400 0.6 0.2 -0.1 -0.003
C -0.572247 0.840578 -3.663802 -0.1 0.4 -0.3 -0.017
Mo 0.381661 -0.701962 -0.820684 0.1 1.0 1.5 1.704
Cl 3.428245 -1.638148 -0.455532 1.8 2.3 1.4 -0.007
Cl 0.648955 -2.014251 1.104623 -0.4 -0.2 0.5 0.078
Cl 1.668920 1.251117 -0.994972 0.0 0.7 0.1 0.088
H 1.476806 -4.085888 -1.136437 -0.1 -0.1 -0.4 -0.001
H 2.682127 -2.758168 -1.293466 -1.5 -1.6 -1.3 0.000
H 2.282633 -3.780963 -2.746182 -0.1 -0.3 -0.2 -0.003
H 3.051486 -0.818736 -2.854775 0.0 0.0 0.0 -0.002
H 2.168975 0.406450 -3.766293 0.0 0.0 0.0 0.000
H 2.433024 -1.191191 -4.474565 0.0 -0.1 -0.1 -0.001
H 0.265120 1.521231 -3.496185 -0.1 0.0 0.1 -0.001
H -1.475210 1.305635 -3.256423 0.2 0.0 0.0 0.000
H -0.708992 0.735895 -4.744129 0.0 0.0 -0.1 0.003
H -2.981374 0.002748 -2.392770 0.0 -0.3 0.2 0.000
H -3.247559 -1.549833 -1.546505 0.2 0.3 -0.1 0.002
H -3.253460 -1.483113 -3.311792 0.2 0.0 0.1 -0.004
H -0.649120 -4.063055 -0.465836 -0.1 0.1 0.0 -0.001
H -1.698002 -4.352575 -1.870798 0.1 0.0 0.0 0.004
H -2.193866 -3.194166 -0.633592 0.2 -0.1 0.1 -0.001
O -1.303605 0.096794 -0.183420 0.1 -0.3 -0.5 0.095
H -1.111585 0.706840 0.572080 0.6 -0.2 -0.2 0.007
Cl -0.998272 4.974209 7.376203 -0.3 0.7 0.9 0.000
C -0.552654 3.991650 6.056766 0.7 -1.3 -1.9 0.000
C 0.736691 3.417186 6.009257 -0.5 0.1 -0.3 0.000
C 1.107959 2.628602 4.908535 -0.6 0.1 0.1 0.001
C 0.200829 2.393059 3.858720 -0.3 0.7 0.7 -0.005
C -1.075207 2.985128 3.911198 0.3 0.2 0.4 0.000
C -1.458276 3.777373 4.996245 0.5 -0.1 0.4 0.000
C 0.592876 1.569619 2.630798 0.7 -0.2 0.3 -0.004
O 1.712978 1.016113 2.717587 -1.3 0.4 -0.5 0.000
O -0.293163 1.626798 1.736446 0.5 -0.4 0.1 0.000
H 1.441432 3.605187 6.822282 -0.2 0.0 -0.2 0.000
H 2.104932 2.178224 4.845868 -0.5 0.1 -0.1 0.000
H -1.772644 2.839593 3.080328 0.5 -0.1 0.3 0.000
H -2.452625 4.223486 5.012471 0.2 0.0 0.1 0.000
```
Positions in Å, forces in eV/Å.

Values from the calculation:
2S+1: 3
Charge: -2
DFT total energy, eV: -76045.533
E_HOMO (alpha / beta), eV: -1.37 / -1.48

---

No. 2
C17H20ClN2O2PdSe as an isolated structure, computed with ωB97M-V with the def2-TZVPD basis set.

The geometry in XYZ format:
```
44
Properties=species:S:1:pos:R:3:forces:R:3:lowdin_charge:R:1
Pd -0.876126 -0.108662 -0.845991 -0.4 0.2 -0.1 0.679
C 2.686006 -0.972749 -1.299823 -0.1 0.0 0.0 -0.116
O 1.721565 -0.153167 -0.690141 0.2 0.2 0.1 -0.240
C 1.968581 0.130223 0.675909 -0.1 0.0 0.1 -0.183
C 1.117814 -0.703845 1.616915 0.1 0.1 0.0 -0.202
O -0.199399 -0.186218 1.616676 0.3 0.1 -0.1 -0.242
C -1.021298 -0.774373 2.603025 0.0 0.0 0.0 -0.091
H 3.680035 -0.512418 -1.244779 0.0 0.0 0.0 0.087
H 2.400974 -1.069136 -2.346152 0.0 -0.1 0.0 0.089
H 2.729938 -1.969508 -0.843661 0.0 0.0 0.0 0.087
H 1.718280 1.182182 0.834724 0.1 0.0 0.0 0.113
H 3.027896 -0.022797 0.911800 0.0 0.0 0.0 0.124
H 1.540479 -0.630116 2.630311 0.0 0.0 0.0 0.125
H 1.103710 -1.756244 1.312346 0.0 -0.1 0.0 0.115
H -0.606314 -0.582640 3.602142 0.0 0.0 0.0 0.085
H -1.115127 -1.851093 2.455619 0.0 -0.1 -0.1 0.073
H -2.004250 -0.317398 2.511922 0.0 0.0 0.0 0.095
Se -3.943065 -0.727358 -2.062705 -0.3 0.1 -0.1 0.892
N -2.166120 -1.043555 -2.270569 0.4 0.1 -0.1 -0.371
C -1.850919 -1.981198 -1.326090 -0.1 -0.5 -0.2 -0.530
C -0.568754 -2.570728 -1.216971 -0.1 -0.1 0.0 -0.114
C -0.348417 -3.537849 -0.236762 0.2 0.0 0.0 -0.161
C -1.382748 -3.908790 0.631439 -0.1 0.1 0.0 -0.155
C -2.639981 -3.342118 0.567326 0.1 -0.1 0.2 -0.082
C -2.925580 -2.365007 -0.418480 -0.3 0.2 -0.1 -0.461
N -4.100539 -1.781639 -0.597449 0.1 -0.2 0.2 -0.304
H 0.166894 -2.369411 -1.984964 0.0 0.1 0.0 0.094
H 0.616226 -4.026259 -0.160325 0.0 0.0 0.0 0.080
H -1.185404 -4.665749 1.384235 0.0 0.0 0.0 0.089
H -3.425035 -3.635579 1.253355 0.0 0.0 0.0 0.094
Cl 3.354547 5.204987 0.347479 0.0 0.0 0.0 0.571
C 1.935418 4.256299 -0.057956 0.0 0.0 0.0 -0.704
C 1.696060 3.914375 -1.382127 0.0 0.0 0.0 -0.139
C 0.577141 3.176134 -1.706945 -0.1 -0.1 0.1 -0.065
C -0.353452 2.746394 -0.728762 0.2 0.2 0.0 -0.345
C -1.497648 1.946650 -1.074875 0.1 -0.4 0.1 -0.212
C -0.060775 3.114693 0.606612 -0.1 0.0 -0.1 -0.084
C 1.057894 3.856313 0.937752 0.1 0.0 0.0 -0.151
H 2.388161 4.234937 -2.151095 0.0 0.0 0.0 0.092
H 0.402317 2.891499 -2.738195 0.0 0.0 0.0 0.106
H -1.822898 2.030579 -2.108309 0.0 0.0 0.0 0.028
H -2.321268 1.969865 -0.362508 -0.1 0.1 0.0 0.032
H -0.734200 2.783386 1.389104 0.0 0.0 0.0 0.106
H 1.259360 4.127091 1.966954 0.0 0.0 0.0 0.095
```
Positions in Å, forces in eV/Å.

Values from the calculation:
Energy above the lowest of the compared OMol25 structures with the same formula, charge and spin, kcal/mol: 17.64
Charge: -1
DFT total energy, eV: -106375.707
E_HOMO (alpha / beta), eV: -2.49 / -2.40

---

No. 3
C17H20ClN2O5SSe4Sr as an isolated structure in a non-equilibrium geometry, computed with ωB97M-V with the def2-TZVPD basis set.

The geometry in XYZ format:
```
51
Properties=species:S:1:pos:R:3:forces:R:3:lowdin_charge:R:1
Sr 0.321303 -0.214285 0.215200 -0.2 -0.2 -0.1 0.988
O 4.651897 0.512802 4.899302 0.1 -0.4 -0.1 0.110
C 3.494192 0.537593 5.518224 -0.2 1.0 -0.2 -0.521
O 3.387257 0.868864 6.678002 0.1 -0.4 0.1 0.049
C 2.268594 0.307394 4.686470 0.1 -0.2 -0.1 -0.044
C 0.985248 0.242532 5.192829 0.1 -0.1 0.0 -0.580
Cl 0.420300 0.447361 6.782028 0.0 0.0 0.0 0.804
N 0.134848 0.010817 4.168922 0.0 0.0 0.1 -0.077
N 0.797416 -0.051202 3.002631 0.1 0.1 -0.2 0.111
C 2.077860 0.124745 3.288596 0.0 -0.1 0.1 -0.117
C 3.068424 0.063448 2.140523 0.2 0.0 0.0 -0.582
O 4.278817 0.055796 2.431047 0.0 0.0 0.1 0.035
O 2.577957 0.008205 0.988258 0.1 0.0 0.1 -0.181
C -1.273312 -0.215930 4.217630 -0.1 0.0 0.0 -0.225
C -2.106502 0.526148 3.396445 0.1 0.0 0.0 -0.047
C -3.470291 0.281289 3.430469 0.0 0.0 0.0 -0.100
C -3.988966 -0.686742 4.277369 0.0 0.0 0.0 -0.084
C -3.141407 -1.428327 5.087725 0.0 0.0 0.0 -0.074
C -1.776278 -1.200656 5.053372 0.1 0.0 0.0 -0.039
H 4.553337 0.275750 3.906851 0.0 0.1 0.1 0.055
H -1.678956 1.261603 2.725495 0.0 0.0 0.0 0.101
H -4.134237 0.836470 2.781567 0.0 0.0 0.0 0.091
H -5.054095 -0.879068 4.290346 0.0 0.0 0.0 0.103
H -3.540971 -2.201177 5.731048 0.0 0.0 0.0 0.104
H -1.097923 -1.788905 5.656532 0.0 0.0 0.0 0.109
Se 0.190437 0.230032 -2.839698 0.1 0.0 0.0 -0.197
Se -1.795482 -0.987481 -2.631735 -0.1 0.0 -0.1 -0.182
Se -1.363084 -2.723391 -1.125038 0.1 -0.1 0.1 -0.164
Se -2.118247 -1.914804 0.940880 -0.1 0.0 0.1 -0.168
C -1.580189 4.007996 -3.290946 -0.1 0.0 0.0 -0.111
C -2.707933 4.265940 -2.294096 0.0 0.0 0.0 -0.300
C -2.343999 3.834908 -0.875628 0.1 -0.1 -0.1 -0.324
S -2.137285 2.029516 -0.772863 -0.2 0.2 0.0 0.839
O -1.081678 1.822811 0.298683 0.0 0.0 0.1 -0.700
C -3.676948 1.635510 0.090126 0.1 0.0 0.0 -0.362
C -4.943303 1.910690 -0.708289 0.0 0.0 -0.1 -0.284
C -5.042266 1.086243 -1.990010 0.0 0.0 0.1 -0.114
H -1.874488 4.319294 -4.293920 0.0 0.0 0.0 0.072
H -1.305435 2.951526 -3.327710 0.0 0.0 0.0 0.022
H -0.687588 4.570828 -3.009110 0.0 0.0 0.0 0.079
H -3.614980 3.746368 -2.615630 0.0 0.0 0.0 0.090
H -2.951972 5.331599 -2.276539 0.0 0.0 0.0 0.106
H -3.077874 4.150114 -0.132282 0.0 0.0 0.0 0.089
H -1.363576 4.219389 -0.588674 0.0 0.0 0.0 0.098
H -3.637054 2.205162 1.022751 0.0 0.0 0.0 0.086
H -3.572485 0.569059 0.317549 0.0 0.0 0.0 0.036
H -5.027557 2.978758 -0.931778 0.0 0.0 0.0 0.092
H -5.791769 1.669826 -0.062432 0.0 0.0 0.0 0.109
H -4.243382 1.329762 -2.692263 0.0 0.0 0.0 0.053
H -5.998171 1.255779 -2.488317 0.0 0.0 0.0 0.072
H -4.952604 0.023243 -1.762910 0.0 0.0 0.0 0.075
```
Positions in Å, forces in eV/Å.

Values from the calculation:
Energy above the lowest of the compared OMol25 structures with the same formula, charge and spin, kcal/mol: 0.00
Charge: -1
DFT total energy, eV: -316758.002
E_HOMO, eV: -4.24

---

- Among the records above, which one has the highest DFT total energy?
  C17H20Cl4MoO3

---

- What is the formula in the second record?
  C17H20ClN2O2PdSe